Record 1
74
Properties=species:S:1:pos:R:3:mulliken_charge:R:1 method="wB97M-V/def2-TZVPD" charge=-1 gap_ev=5.123 lumo_energy_ha=0.0366 energy_ev=-233052.0806 de_lowest_ev=1.642 molar_mass_g_mol=1049.1
Tl 0.821 -0.575 -1.029 1.263
F 6.056 -1.880 -0.885 -0.360
C 5.201 -0.843 -0.770 0.311
C 3.850 -1.067 -0.922 -0.629
C 2.950 -0.016 -0.806 0.349
C 3.430 1.288 -0.594 -0.107
C 4.807 1.432 -0.411 0.388
F 5.352 2.639 -0.106 -0.368
C 5.718 0.401 -0.487 -0.959
C 2.500 2.457 -0.582 0.435
C 2.924 3.789 -0.677 -0.973
C 1.993 4.809 -0.636 -0.688
C 0.650 4.496 -0.508 -0.800
C 0.312 3.157 -0.470 -0.587
N 1.199 2.170 -0.518 0.314
H 3.531 -2.071 -1.147 0.533
H 6.774 0.572 -0.341 0.510
H 3.966 4.023 -0.795 0.535
H 2.323 5.838 -0.708 0.389
H -0.121 5.253 -0.464 0.494
H -0.724 2.854 -0.412 0.465
Se 2.028 -5.622 5.644 0.184
N 1.570 -3.896 5.456 -0.869
C 1.543 -3.652 4.179 1.072
C 1.174 -2.352 3.613 0.479
C 0.714 -1.320 4.426 -0.537
C 0.318 -0.137 3.842 -1.073
C 0.406 -0.029 2.456 -0.286
N 0.858 -1.000 1.681 0.453
C 1.238 -2.156 2.229 -0.454
C 1.649 -3.271 1.330 -0.609
N 1.716 -3.031 0.025 0.205
C 1.900 -4.036 -0.819 -0.286
C 2.091 -5.347 -0.389 -1.171
C 2.108 -5.600 0.965 -0.750
C 1.878 -4.549 1.851 0.348
C 1.869 -4.755 3.297 1.087
N 2.156 -5.887 3.872 -0.851
H 0.660 -1.477 5.495 0.507
H -0.066 0.687 4.428 0.467
H 0.094 0.876 1.944 0.364
H 1.858 -3.787 -1.876 0.548
H 2.211 -6.134 -1.120 0.435
H 2.274 -6.594 1.359 0.499
S -2.766 -1.268 -3.988 -0.530
As -1.015 -2.216 -3.299 0.394
S 0.778 -0.892 -3.555 -0.409
S -1.032 -2.149 -1.027 -0.462
S -0.506 -4.181 -3.860 -0.544
C -4.496 3.812 1.410 -1.494
C -3.260 3.475 0.603 0.339
O -3.097 2.066 0.573 -0.458
P -2.571 1.216 -0.773 1.054
O -3.567 -0.023 -0.667 -0.260
C -4.966 0.053 -0.967 0.085
C -5.553 -1.315 -0.717 -1.303
O -3.290 2.111 -1.929 -0.426
C -2.579 2.863 -2.928 -0.231
C -1.352 2.188 -3.496 -0.471
H -4.617 4.894 1.501 0.408
H -4.423 3.386 2.411 0.309
H -5.384 3.402 0.928 0.306
H -2.371 3.929 1.060 0.192
H -3.355 3.868 -0.411 0.071
H -5.070 0.333 -2.016 0.241
H -5.431 0.824 -0.344 0.084
H -5.074 -2.041 -1.374 0.261
H -6.626 -1.308 -0.920 0.399
H -5.396 -1.623 0.318 0.291
H -2.335 3.845 -2.500 0.189
H -3.315 3.028 -3.717 0.330
H -0.612 1.943 -2.735 -0.164
H -0.876 2.870 -4.206 0.416
H -1.604 1.254 -3.997 0.104


Record 2
70
Properties=species:S:1:pos:R:3:mulliken_charge:R:1 method="wB97M-V/def2-TZVPD" charge=+3 gap_ev=5.170 lumo_energy_ha=-0.4247 energy_ev=-126420.5821 de_lowest_ev=2.119 molar_mass_g_mol=917.0
Ta 1.586 -0.790 -0.424 0.296
O -1.245 -6.521 -1.413 -0.458
C -0.836 -5.292 -1.287 0.689
C -1.662 -4.169 -1.101 -0.623
C -1.101 -2.923 -1.013 -0.530
N 0.231 -2.692 -1.071 -0.321
C 0.999 -3.786 -1.220 0.503
Br 2.857 -3.404 -1.193 0.097
C 0.555 -5.064 -1.341 -0.583
H -2.203 -6.652 -1.368 0.355
H -2.737 -4.268 -1.035 0.443
H -1.740 -2.059 -0.907 0.476
H 1.234 -5.896 -1.473 0.533
B 3.365 0.081 -2.652 0.074
N 4.307 -0.538 -1.608 0.021
C 5.581 -0.935 -1.628 -0.156
C 5.943 -1.334 -0.345 -0.949
C 4.805 -1.153 0.424 -0.322
N 3.821 -0.658 -0.349 -0.008
N 2.886 1.393 -2.014 -0.013
C 3.285 2.656 -2.095 -0.386
C 2.754 3.365 -1.013 -0.974
C 2.023 2.441 -0.300 -0.534
N 2.095 1.239 -0.923 1.325
H 3.854 0.202 -3.718 0.034
H 2.294 -0.640 -2.674 0.202
H 6.166 -0.916 -2.534 0.509
H 6.900 -1.694 -0.010 0.471
H 4.668 -1.337 1.479 0.506
H 3.922 2.993 -2.898 0.545
H 2.885 4.408 -0.784 0.555
H 1.469 2.573 0.615 0.456
C -5.547 -0.951 -0.300 -0.616
C -4.977 -1.023 0.963 -0.788
C -3.635 -0.712 1.149 -0.607
C -2.882 -0.332 0.047 0.452
C -3.438 -0.263 -1.227 -0.132
C -4.778 -0.577 -1.395 -0.819
Sb -0.901 0.488 0.308 1.385
C -1.330 2.395 -0.552 0.917
C -2.361 3.093 0.071 -0.644
C -2.776 4.304 -0.461 -0.733
C -2.169 4.806 -1.605 -0.645
C -1.157 4.092 -2.231 -0.623
C -0.734 2.876 -1.712 -0.633
C -0.739 0.787 2.420 1.118
C -0.842 -0.304 3.280 -0.521
C -0.735 -0.099 4.649 -0.750
C -0.499 1.176 5.146 -0.716
C -0.386 2.255 4.281 -0.877
C -0.514 2.068 2.911 -0.550
H -6.598 -1.170 -0.430 0.463
H -5.578 -1.305 1.816 0.480
H -3.208 -0.743 2.143 0.429
H -2.850 0.054 -2.082 0.472
H -5.224 -0.509 -2.378 0.474
H -2.838 2.692 0.958 0.429
H -3.580 4.849 0.013 0.463
H -2.494 5.751 -2.016 0.444
H -0.701 4.480 -3.132 0.472
H 0.033 2.315 -2.231 0.409
H -1.028 -1.308 2.908 0.516
H -0.845 -0.939 5.322 0.475
H -0.418 1.323 6.214 0.448
H -0.199 3.250 4.664 0.478
H -0.460 2.918 2.240 0.342
O 2.094 0.054 1.611 -0.334
N 1.880 -1.091 2.104 0.892
O 2.187 -1.461 3.171 -0.460
O 1.266 -1.867 1.235 -0.344


Q: Among the records above, which one has the lowest charge?
A: C29H27AsF2N5O3PS4SeTl